59
Properties=species:S:1:pos:R:3:forces:R:3 method="wB97M-V/def2-TZVPD" charge=+2 orbital_gap_ev="6.51 / 6.41" homo_energy_ev="-13.697 / -13.697" total_energy_ha=-2744.357703 lumo_ev="-7.19 / -7.28"
Mo 1.229 1.210 -1.182 0.10 -0.09 0.02
C -2.285 -3.349 6.025 0.00 0.00 0.00
C -1.816 -2.619 4.798 0.00 -0.01 0.00
C -1.528 -1.258 4.835 0.00 0.01 0.00
C -1.116 -0.576 3.698 -0.01 -0.01 0.00
C -1.008 -1.271 2.507 0.01 0.01 -0.02
C -1.298 -2.619 2.430 0.01 0.00 0.01
C -1.688 -3.286 3.580 0.00 -0.01 0.00
S -1.411 0.719 0.875 -0.01 0.05 -0.03
O -2.776 0.329 0.631 0.00 0.01 0.03
O -0.561 -0.635 1.327 -0.05 -0.09 0.05
N -0.619 0.771 -0.623 -0.01 0.05 -0.06
C -0.902 -0.132 -1.668 -0.04 0.00 0.05
C -1.941 -1.022 -1.882 0.00 0.00 0.00
C -1.873 -1.771 -3.048 0.01 0.00 -0.02
C -0.797 -1.650 -3.926 0.00 -0.01 -0.01
C 0.215 -0.768 -3.621 -0.01 0.01 0.01
N 0.135 -0.018 -2.516 0.04 0.01 -0.03
H -2.092 -2.774 6.929 0.00 0.00 0.00
H -1.792 -4.316 6.121 0.00 0.00 0.00
H -3.359 -3.533 5.971 0.00 0.00 0.00
H -1.631 -0.718 5.768 0.00 0.00 0.00
H -0.902 0.486 3.743 0.01 0.01 0.00
H -1.224 -3.133 1.479 -0.01 0.00 -0.01
H -1.914 -4.344 3.527 0.00 0.00 0.00
H -2.760 -1.100 -1.185 0.01 -0.01 -0.01
H -2.675 -2.461 -3.277 0.00 0.00 0.00
H -0.747 -2.233 -4.834 -0.01 0.00 0.00
H 1.083 -0.631 -4.251 0.00 0.00 0.00
S 3.054 2.810 -1.195 -0.04 0.00 -0.01
C 2.182 3.122 -2.654 -0.02 0.03 -0.01
N 0.914 2.716 -2.581 -0.01 0.01 0.03
C 0.237 2.886 -3.794 0.00 -0.01 -0.01
C -1.099 2.601 -4.048 0.01 0.00 0.00
C -1.586 2.877 -5.312 -0.01 0.00 0.00
C -0.766 3.431 -6.299 0.00 0.00 -0.01
C 0.561 3.728 -6.047 -0.01 0.00 0.01
C 1.053 3.443 -4.780 0.00 0.01 0.01
S 2.671 3.729 -4.163 0.00 -0.01 -0.01
H -1.736 2.197 -3.272 0.00 0.00 0.00
H -2.623 2.672 -5.539 0.00 0.00 0.00
H -1.178 3.642 -7.276 0.00 0.00 0.00
H 1.188 4.169 -6.810 0.00 0.00 0.00
C 2.714 -2.523 1.373 0.00 0.02 0.01
N 2.458 -1.106 1.689 0.02 0.01 -0.01
C 2.465 -0.616 2.965 -0.01 0.01 0.01
C 2.174 0.674 3.242 0.00 0.00 0.01
C 1.816 1.533 2.164 0.01 -0.03 -0.05
N 1.828 1.026 0.922 0.02 0.08 -0.01
C 2.151 -0.255 0.700 0.01 -0.05 -0.02
O 2.101 -0.583 -0.533 -0.02 0.00 0.05
N 1.478 2.800 2.332 -0.01 0.01 0.01
H 2.999 -3.028 2.290 0.00 0.00 0.00
H 3.518 -2.592 0.645 0.00 -0.01 0.00
H 1.807 -2.967 0.970 0.00 0.00 0.00
H 2.720 -1.327 3.738 0.00 0.00 0.00
H 2.198 1.036 4.258 0.00 -0.01 0.00
H 1.482 3.223 3.247 0.00 0.00 0.00
H 1.275 3.385 1.536 0.00 0.00 0.00